A 2-piece molecular cluster, C5H12N2O overall. Source: the Open Molecules 2025 dataset; level of theory: wB97M-V/def2-TZVPD.

SMILES string: C/N=C\N.C=C(C)O
HOMO energy: -8.83 eV
net charge: 0
ΔE to the lowest compared entry with this formula, charge and spin: 2.192 eV
multiplicity: 1
Kohn-Sham gap: 9.5350 eV

CARTESIAN COORDINATES (ANGSTROEM)
1 C 2.291053 -0.002367 -2.519235
2 N 1.840922 0.275983 -1.151977
3 C 1.530279 -0.743395 -0.457168
4 N 1.470420 -2.053485 -0.900580
5 H 2.847182 -0.941893 -2.594955
6 H 2.976444 0.800785 -2.774830
7 H 1.437192 -0.044237 -3.200999
8 H 1.320658 -0.617708 0.600842
9 H 0.855954 -2.634851 -0.357002
10 H 1.215781 -2.118987 -1.882256
11 C -2.329724 0.194483 2.769093
12 C -1.942870 0.456436 1.522843
13 C -1.322133 1.734953 1.079134
14 O -2.063908 -0.532061 0.563221
15 H -2.340172 0.983160 3.506846
16 H -2.752232 -0.756605 3.058815
17 H -1.346074 2.446053 1.901577
18 H -0.295806 1.578193 0.739881
19 H -1.882964 2.191488 0.258036
20 H -1.510003 -0.215944 -0.161284

Forces on the atoms, in the same order (eV/Å):
C -0.1 0.2 0.6
N 0.3 -0.5 0.2
C -0.1 0.4 -0.2
N -0.4 0.0 -0.5
H 0.0 0.0 0.0
H -0.2 0.1 -0.4
H 0.1 0.2 -0.2
H -0.1 0.1 0.1
H 0.0 -0.1 0.3
H 0.3 -0.1 0.2
C -0.3 0.3 -0.1
C -0.2 -0.7 0.6
C -0.3 0.3 -0.1
O 0.5 0.7 0.0
H 0.2 0.0 0.0
H 0.0 -0.1 -0.1
H 0.2 0.0 0.0
H 0.1 0.1 0.0
H 0.0 -0.1 -0.1
H -0.2 -0.4 -0.3

A 2-piece molecular cluster, C5H12N2O overall. Source: the Open Molecules 2025 dataset; level of theory: wB97M-V/def2-TZVPD.

HOMO energy: -8.56 eV
net charge: 0
ΔE to the lowest compared entry with this formula, charge and spin: 4.925 eV
multiplicity: 1
Kohn-Sham gap: 8.3454 eV

CARTESIAN COORDINATES (ANGSTROEM)
1 N -2.382082 1.006625 0.286877
2 C -2.314003 -0.412599 -0.046895
3 C -0.952678 -0.783307 -0.717469
4 N 0.064076 -0.734015 0.334280
5 C 2.356369 -0.259228 1.171707
6 C 1.270614 -0.009178 0.166692
7 C 1.384864 1.146604 -0.711091
8 O 0.406629 1.815787 -0.949677
9 H -1.598253 1.532861 -0.087769
10 H -3.199207 1.336058 -0.215588
11 H -2.267442 -1.037400 0.857703
12 H -3.111484 -0.798415 -0.678995
13 H -0.893473 -1.772651 -1.157024
14 H -0.788733 0.031079 -1.431018
15 H -0.312457 -0.393296 1.217093
16 H 2.337965 -1.281052 1.527366
17 H 3.294110 -0.112305 0.605639
18 H 2.498811 0.551384 1.902939
19 H 1.853011 -1.272794 -0.934570
20 H 2.353364 1.445845 -1.140207

Forces on the atoms, in the same order (eV/Å):
N -0.9 -0.1 -0.5
C 1.9 -1.5 -0.1
C -0.4 1.5 0.6
N 0.2 1.9 1.7
C 1.3 1.3 -0.6
C 1.4 -5.5 -2.8
C -0.4 0.7 -0.2
O -0.2 0.5 -0.4
H 0.1 -0.2 0.0
H 0.1 0.5 0.3
H -0.7 0.2 0.1
H -0.3 0.3 0.0
H -0.3 -0.1 -0.3
H 0.2 -0.6 -0.4
H -0.5 -0.4 0.0
H -0.1 0.2 0.5
H -0.2 -0.4 0.2
H -0.8 -0.5 0.5
H -0.6 2.8 1.2
H 0.2 -0.4 0.2

One molecule with the formula C5H12N2O. Source: the Open Molecules 2025 dataset; level of theory: wB97M-V/def2-TZVPD.

SMILES string: CC(C)=C(N)N(C)O
HOMO energy: -7.52 eV
net charge: 0
ΔE to the lowest compared entry with this formula, charge and spin: 3.224 eV
multiplicity: 1
Kohn-Sham gap: 8.3963 eV

CARTESIAN COORDINATES (ANGSTROEM)
1 C -1.190608 -2.097073 -0.083210
2 C -0.273200 -0.974295 0.337164
3 C 0.556248 -1.209578 1.564422
4 C -0.210454 0.159118 -0.363782
5 N -0.969286 0.368222 -1.523029
6 N 0.711781 1.162822 0.034634
7 C 0.479399 2.519662 -0.402916
8 O 2.059906 0.801250 -0.329730
9 H -1.032261 -2.963671 0.552991
10 H -2.240730 -1.812987 -0.007878
11 H -0.995842 -2.383994 -1.116623
12 H 1.415509 -1.847097 1.340760
13 H 0.913698 -0.266648 1.971041
14 H -0.039618 -1.711885 2.328308
15 H -1.819603 -0.174139 -1.546442
16 H -1.123101 1.338583 -1.757114
17 H -0.523426 2.814038 -0.099912
18 H 1.201868 3.153172 0.111371
19 H 0.608523 2.662647 -1.484698
20 H 2.471198 0.461853 0.474642

Forces on the atoms, in the same order (eV/Å):
C 0.3 0.3 -0.1
C -0.2 -0.3 0.3
C -0.1 0.1 -0.2
C 0.2 -0.1 0.2
N 0.1 0.2 -0.1
N 0.3 -0.1 0.3
C 0.4 -0.1 -0.1
O -0.3 0.2 -0.4
H -0.1 -0.1 0.0
H -0.2 0.0 0.0
H -0.1 -0.1 -0.1
H 0.1 -0.1 0.1
H 0.1 0.0 0.1
H 0.0 0.0 0.0
H 0.0 0.1 0.0
H -0.1 -0.2 0.0
H -0.1 0.0 0.0
H -0.1 0.1 -0.1
H 0.0 0.0 0.0
H -0.3 0.1 0.1

C5H12N2O as an isolated structure. Source: the Open Molecules 2025 dataset; level of theory: wB97M-V/def2-TZVPD.

HOMO energy: -8.45 eV
net charge: 0
ΔE to the lowest compared entry with this formula, charge and spin: 9.392 eV
multiplicity: 1
Kohn-Sham gap: 9.0353 eV

CARTESIAN COORDINATES (ANGSTROEM)
1 C -1.455380 -0.662333 1.579963
2 C 0.639189 0.276809 0.580733
3 C -0.371349 1.337547 -0.065758
4 C 0.369130 0.803203 -1.387976
5 C 0.653760 -0.560756 -0.608818
6 H -1.982509 -1.111170 2.511592
7 H -1.359937 -1.421660 0.913401
8 H -2.276538 0.116692 1.284279
9 H 0.157653 0.381837 2.496625
10 H 1.589712 0.890832 0.981220
11 H -1.394356 0.560105 0.266426
12 H -0.560862 2.429616 0.251229
13 H 1.123102 1.431128 -1.787628
14 H -0.856676 0.931139 -3.354035
15 H -0.245006 -1.148652 -0.891529
16 H 2.697878 -0.803004 -1.394362
17 H 1.861582 -1.984305 0.177951
18 N 0.060684 -0.414050 1.703936
19 N 1.733034 -1.390136 -0.899386
20 O -0.383110 0.337158 -2.357864

Forces on the atoms, in the same order (eV/Å):
C -0.8 0.7 3.2
C -0.8 3.3 3.3
C -1.1 -2.6 0.4
C -1.4 0.2 2.0
C 0.6 2.6 -2.3
H 1.7 0.6 -1.1
H -1.1 -2.3 -2.3
H 1.7 -1.1 0.6
H -0.3 -2.7 -1.7
H -1.5 -2.1 -1.4
H 2.9 3.7 -2.8
H 0.7 -1.8 -0.5
H 1.5 0.6 0.4
H 2.6 -1.8 5.0
H 0.1 0.6 1.1
H -3.6 -2.4 2.9
H 0.6 2.4 -4.3
N -1.6 3.3 5.0
N 4.8 -1.6 1.2
O -5.3 0.4 -8.7

A 2-piece molecular cluster, C5H12N2O overall. Source: the Open Molecules 2025 dataset; level of theory: wB97M-V/def2-TZVPD.

SMILES string: C/N=C\N.CCC=O
HOMO energy: -9.26 eV
net charge: 0
ΔE to the lowest compared entry with this formula, charge and spin: 1.748 eV
multiplicity: 1
Kohn-Sham gap: 10.2412 eV

CARTESIAN COORDINATES (ANGSTROEM)
1 C 0.633636 -0.296546 -2.113590
2 N 1.243656 0.688954 -1.232199
3 C 2.247301 0.288237 -0.569364
4 N 2.826058 -0.965161 -0.594711
5 H 1.369319 -0.690288 -2.820032
6 H -0.176760 0.161281 -2.672145
7 H 0.226865 -1.152181 -1.562242
8 H 2.762562 1.003793 0.071609
9 H 3.410890 -1.165835 0.201215
10 H 2.205776 -1.728755 -0.820730
11 C -2.755256 0.817448 1.211272
12 C -1.518615 0.078789 0.712346
13 C -0.396948 0.100310 1.706567
14 O 0.300626 -0.845505 1.972056
15 H -3.193478 0.314833 2.072565
16 H -3.523933 0.865109 0.441866
17 H -2.550444 1.847794 1.502292
18 H -1.755216 -0.960467 0.479483
19 H -1.134791 0.561472 -0.188947
20 H -0.221249 1.076720 2.202690

Forces on the atoms, in the same order (eV/Å):
C 0.2 0.0 0.1
N -0.1 -0.1 -0.1
C 0.1 0.1 0.1
N -0.1 0.1 0.1
H 0.0 0.0 -0.1
H -0.1 0.0 0.0
H -0.1 0.0 0.0
H 0.0 -0.1 0.0
H 0.0 0.0 0.0
H 0.1 0.0 -0.1
C -0.2 0.1 0.1
C -0.2 0.0 0.1
C 0.1 0.0 -0.1
O 0.0 0.0 0.0
H 0.0 0.0 0.1
H 0.0 -0.1 -0.1
H 0.2 0.0 0.0
H 0.1 0.0 -0.1
H 0.1 0.0 0.0
H 0.0 0.0 0.0

C5H12N2O as an isolated structure. Source: the Open Molecules 2025 dataset; level of theory: wB97M-V/def2-TZVPD.

HOMO energy: -7.07 eV
net charge: 0
ΔE to the lowest compared entry with this formula, charge and spin: 1.864 eV
multiplicity: 1
Kohn-Sham gap: 7.9039 eV

CARTESIAN COORDINATES (ANGSTROEM)
1 C -0.282974 -0.940927 0.193119
2 C 0.641216 -2.128691 0.108881
3 C 1.688182 0.726942 0.282772
4 C -0.773312 1.394143 0.414877
5 C 0.222389 0.375892 0.329693
6 N -0.381032 2.698024 0.663445
7 N -1.400884 -0.955548 -1.369841
8 O -1.994865 1.177816 0.180436
9 H -1.909142 -0.108835 -1.014867
10 H -1.150874 -1.147980 0.820156
11 H -1.140591 3.335329 0.842164
12 H 0.469705 2.862606 1.175531
13 H -0.865543 -0.724237 -2.201015
14 H -2.039799 -1.729917 -1.521762
15 H 1.270512 -2.080280 -0.781219
16 H 0.080097 -3.063043 0.091452
17 H 1.302939 -2.153919 0.976300
18 H 2.084111 1.013857 1.265574
19 H 2.295798 -0.111263 -0.057210
20 H 1.884068 1.560032 -0.398486

Forces on the atoms, in the same order (eV/Å):
C 0.4 0.6 1.2
C -0.1 0.1 -0.4
C -0.1 0.0 -0.2
C -0.5 0.0 0.0
C -0.2 -0.6 -0.2
N 0.0 -0.1 0.0
N -0.1 0.2 0.0
O 0.5 0.1 0.2
H 0.2 -0.4 -0.1
H -0.1 0.1 -0.4
H 0.0 -0.1 0.0
H 0.0 0.0 0.0
H -0.1 -0.1 0.0
H 0.1 0.1 -0.1
H 0.0 0.0 0.0
H 0.0 0.0 -0.1
H -0.1 0.1 0.0
H 0.0 0.0 0.0
H 0.0 0.0 0.0
H 0.1 0.0 0.0

One molecule with the formula C5H12N2O. Source: the Open Molecules 2025 dataset; level of theory: wB97M-V/def2-TZVPD.

SMILES string: CC[C@H](C)NC(N)=O
HOMO energy: -9.30 eV
net charge: 0
ΔE to the lowest compared entry with this formula, charge and spin: 0.891 eV
multiplicity: 1
Kohn-Sham gap: 10.0642 eV

CARTESIAN COORDINATES (ANGSTROEM)
1 C -1.889730 1.638503 -0.467080
2 C -2.089514 0.377196 0.308389
3 C -0.627322 -0.210331 0.840869
4 C -0.115220 0.380606 2.136202
5 N 0.327896 0.139958 -0.227681
6 C 1.256644 -0.772080 -0.686016
7 N 2.262388 -0.199504 -1.456003
8 O 1.011487 -1.959433 -0.621144
9 H -2.870492 2.200557 -0.601607
10 H -1.122151 2.312299 -0.041978
11 H -1.613483 1.400203 -1.489634
12 H -2.391289 -0.371899 -0.435043
13 H -2.640443 0.265038 1.248639
14 H -0.655753 -1.286549 0.877618
15 H 0.880055 0.048819 2.433479
16 H -0.731726 0.233506 3.015828
17 H -0.101811 1.463286 1.973863
18 H 0.439991 1.140016 -0.228333
19 H 2.374726 0.789878 -1.323436
20 H 3.142152 -0.669048 -1.581444

Forces on the atoms, in the same order (eV/Å):
C -1.6 1.8 0.0
C 2.8 -2.6 1.1
C -0.8 0.5 -1.8
C -0.4 0.8 0.2
N -0.1 -0.2 1.0
C -1.2 0.4 -1.1
N 0.0 0.3 0.4
O 1.0 -0.3 0.4
H 1.2 -0.4 0.5
H -0.6 0.0 -0.1
H 0.3 -0.1 0.0
H -0.4 -0.1 0.6
H -0.7 0.9 -0.6
H -0.2 -0.3 0.0
H 0.1 -0.1 -0.4
H -0.5 -0.3 0.0
H 0.3 0.1 0.3
H 0.8 -0.1 -0.4
H 0.1 0.1 0.0
H -0.2 -0.5 0.0

One molecule with the formula C5H12N2O. Source: the Open Molecules 2025 dataset; level of theory: wB97M-V/def2-TZVPD.

SMILES string: CC(C)=CN[C@H](N)O
HOMO energy: -7.79 eV
net charge: 0
ΔE to the lowest compared entry with this formula, charge and spin: 2.592 eV
multiplicity: 1
Kohn-Sham gap: 8.6266 eV

CARTESIAN COORDINATES (ANGSTROEM)
1 C -1.684857 1.174828 1.069951
2 C -1.344294 0.007610 0.185224
3 C -2.511564 -0.662710 -0.481532
4 C -0.099673 -0.471072 0.042511
5 N 1.050116 -0.061741 0.696426
6 C 2.544804 0.096593 -0.170058
7 N 2.481042 -0.021908 -1.551143
8 O 3.135043 -0.949886 0.453622
9 H -0.846628 1.857304 1.222157
10 H -2.492805 1.766087 0.633109
11 H -2.031227 0.838451 2.052636
12 H -2.195440 -1.510663 -1.088658
13 H -3.231412 -1.024045 0.258331
14 H -3.045360 0.039610 -1.127938
15 H 0.062848 -1.316078 -0.619996
16 H 0.892887 0.677215 1.368704
17 H 2.912378 1.072265 0.152835
18 H 2.143066 -0.915842 -1.879901
19 H 2.041506 0.748452 -2.032779
20 H 2.219570 -1.344471 0.816501

Forces on the atoms, in the same order (eV/Å):
C 0.0 0.0 0.0
C 0.2 -0.1 0.0
C 0.1 0.0 0.0
C -0.4 0.3 -0.4
N 1.2 0.6 -0.9
C -2.5 0.4 1.5
N -0.1 0.1 -0.3
O -1.3 -2.0 0.7
H 0.0 -0.1 0.0
H 0.0 -0.1 0.0
H 0.0 0.0 0.0
H 0.0 0.0 0.0
H 0.0 0.0 0.0
H 0.0 0.0 0.0
H -0.1 -0.1 -0.1
H 0.1 0.1 -0.1
H 0.0 0.0 -0.2
H 0.1 0.0 0.1
H 0.0 0.0 0.1
H 2.8 0.7 -0.2

no.,maximum force (eV Å⁻¹)
1,0.938
2,6.336
3,0.518
4,10.194
5,0.231
6,1.427
7,4.031
8,2.927